No. 1
Entry from the Open Molecules 2025 dataset: a single C3H6FOP molecule (ωB97M-V/def2-TZVPD).

Atoms and positions in Å:
C  0.07876  0.27560  -0.26757
C  -0.02482  1.38884  0.83315
C  -0.98589  -0.72512  0.11792
O  -1.03380  1.92139  1.26143
F  2.09561  -1.64553  0.32639
P  1.74735  -0.70477  -0.94958
H  -0.22596  0.44678  -1.35249
H  0.94276  1.81298  1.21605
H  -1.70736  -0.38247  0.77630
H  -1.52158  -1.33005  -0.62475
H  -0.54296  -1.39215  0.76701
H  2.65087  0.29777  -0.69935

Atoms 1-6, force components in eV/Å:
-0.07 -0.86 -1.97
0.70 1.74 -0.58
0.10 -1.38 -0.91
0.96 -1.51 -0.91
0.08 0.25 -0.25
-2.51 0.05 1.41

Output
SMILES = C[C@@H](C=O)PF

These are the Mulliken partial charges, in e, on atoms 1 to 5: C 0.03; C 0.03; C -1.40; O -0.45; F -0.28

***

No. 2
Entry from the Open Molecules 2025 dataset: a single C27H31N3O4S molecule (ωB97M-V/def2-TZVPD).

Atoms and positions in Å:
C  1.35285  6.44762  0.08154
C  1.54868  5.09070  -0.57975
O  0.92758  4.11870  0.24782
C  1.30115  2.80533  0.13875
C  1.27951  2.07247  1.31840
C  1.59328  0.72960  1.34323
C  1.96599  0.09351  0.16615
C  1.99568  0.81171  -1.02265
C  1.64564  2.15398  -1.06047
O  1.61493  2.89558  -2.20976
C  1.89690  2.28335  -3.45356
C  0.73521  1.44988  -3.98559
H  -0.15862  2.06541  -4.05657
H  0.98285  1.07290  -4.97410
H  0.52927  0.60718  -3.33099
H  2.08403  3.12700  -4.12544
H  2.81070  1.68148  -3.39320
H  2.27688  0.28762  -1.91843
N  2.25669  -1.27524  0.22056
C  2.49215  -2.13050  -0.79880
O  2.70588  -1.83424  -1.95565
C  2.40805  -3.59851  -0.34040
N  1.01082  -3.93314  -0.11631
C  0.46017  -3.60601  1.06467
O  1.12652  -3.20036  2.01094
C  -1.02619  -3.67088  1.20140
C  -1.67191  -4.58254  2.02210
C  -3.02842  -4.42519  2.27099
C  -3.67587  -3.33168  1.71702
N  -3.07268  -2.45500  0.93524
C  -1.79075  -2.61716  0.67764
S  -1.02425  -1.46588  -0.43282
C  -1.56985  0.10794  0.17818
C  -1.74684  0.33290  1.53083
C  -2.04436  1.61305  1.95694
C  -2.14112  2.67292  1.06678
C  -1.96943  2.43232  -0.29994
C  -1.68933  1.14622  -0.73052
H  -1.54648  0.94532  -1.78168
C  -2.06569  3.54986  -1.28950
H  -1.31871  4.30768  -1.06210
H  -1.89833  3.18575  -2.29959
H  -3.04688  4.02225  -1.24678
C  -2.38297  4.06181  1.56756
H  -3.24579  4.51171  1.07830
H  -2.55148  4.06236  2.64142
H  -1.51142  4.67894  1.35070
H  -2.17990  1.79380  3.01381
H  -1.64564  -0.47178  2.24308
H  -4.72478  -3.14084  1.89924
H  -3.56150  -5.12260  2.89687
H  -1.11406  -5.39376  2.46672
C  0.27188  -4.37509  -1.27207
H  -0.76396  -4.56915  -1.00444
H  0.71752  -5.29458  -1.65830
H  0.30046  -3.61276  -2.05364
H  2.95720  -3.74263  0.59300
H  2.81107  -4.24560  -1.11988
H  2.08666  -1.69643  1.13054
H  1.54799  0.17543  2.26841
H  0.99247  2.58679  2.22145
H  2.61728  4.86788  -0.68154
H  1.09975  5.08711  -1.57975
H  0.29261  6.66699  0.17838
H  1.82110  7.22169  -0.51984
H  1.79711  6.44802  1.07342

Atoms 1-6, force components in eV/Å:
0.03 -0.48 -0.06
0.15 0.56 -0.18
-0.25 -0.14 -0.04
0.15 -0.14 -0.02
0.07 0.10 -0.30
0.13 -0.08 -0.14

Output
SMILES = CCOc1ccc(NC(=O)CN(C)C(=O)c2cccnc2Sc2ccc(C)c(C)c2)cc1OCC

These are the Mulliken partial charges, in e, on atoms 1 to 5: C -1.38; C -0.14; O -0.32; C -0.31; C -0.60

***

No. 3
Entry from the Open Molecules 2025 dataset: a molecular structure, C2H7NO5 (ωB97M-V/def2-TZVPD).

Atoms and positions in Å:
O  0.71615  0.21584  -2.16009
C  0.63908  -0.80176  -1.17603
N  -0.61772  -0.79417  -0.42631
C  -0.47376  -1.16507  0.99754
O  0.47214  -1.96826  1.20428
O  -1.28183  -0.60687  1.77443
H  0.78227  -1.80387  -1.63921
H  -1.19586  0.08404  -0.57324
H  1.52408  -0.64976  -0.45458
H  0.98312  1.12533  -1.55472
H  1.77294  2.73878  -0.84965
O  1.21554  1.98576  -0.63993
H  -1.09827  1.19162  1.35158
H  -0.16372  2.00433  0.29898
O  -1.03106  1.95724  0.75580

Atoms 1-6, force components in eV/Å:
0.14 -3.17 2.34
-2.17 2.53 -2.04
2.36 1.79 -0.07
0.38 -0.82 0.94
-1.41 1.20 -0.21
1.30 -0.96 -1.20

These are the Mulliken partial charges, in e, on atoms 1 to 5: O -0.46; C -0.32; N 0.01; C 0.66; O -0.54

***

No. 4
Entry from the Open Molecules 2025 dataset: a molecular structure, C46H40Cl3FGaIN6O8S (ωB97M-V/def2-TZVPD).

Atoms and positions in Å:
Ga  0.79681  -0.28973  -0.67249
O  3.39383  0.31203  2.44677
C  2.51229  0.47139  1.62938
O  2.20351  -0.35397  0.58772
C  1.65480  1.75401  1.78853
C  2.14403  2.74195  2.64101
C  1.39630  3.89586  2.86767
C  0.10600  4.07334  2.35902
C  -0.38249  3.04510  1.56887
C  0.46878  1.97732  1.09004
O  0.15396  1.40004  -0.11870
N  -1.76149  3.09612  1.26658
O  -2.37102  4.11856  1.56597
O  -2.34041  2.06536  0.71735
N  1.99604  4.91725  3.60886
O  1.26555  5.88526  3.99401
O  3.20043  4.74492  3.94132
H  3.09511  2.56575  3.16658
H  -0.51597  4.87948  2.60641
C  2.74098  3.35455  -4.27714
C  2.31514  2.60042  -3.01204
C  2.10784  3.64044  -1.87073
C  3.28944  1.50454  -2.63091
C  4.59609  1.99268  -2.49676
C  5.60243  1.11809  -2.15011
C  5.31025  -0.19550  -1.87404
C  4.03712  -0.73827  -2.03469
C  3.87873  -2.20666  -1.78799
C  4.36542  -2.62951  -0.39143
C  4.70661  -2.98552  -2.79929
C  2.97971  0.13132  -2.37880
N  1.63360  -0.34007  -2.40644
C  1.16248  -0.92550  -3.56535
C  1.35772  -0.26504  -4.78110
C  1.11311  -0.90236  -5.98539
C  0.61344  -2.15586  -6.08440
C  0.28068  -2.85333  -4.91025
C  0.52673  -2.19122  -3.72434
F  0.31695  -2.96726  -2.58791
H  1.88699  3.98131  -4.62591
H  2.92409  2.64592  -5.08955
H  3.61081  4.03613  -4.07852
H  1.34876  2.14351  -3.26844
H  2.98714  4.29020  -1.69755
H  1.85352  3.13680  -0.90851
H  1.27349  4.30973  -2.09603
H  4.69810  3.06916  -2.66109
H  6.61506  1.52622  -2.03818
H  6.11968  -0.83634  -1.53339
H  2.82450  -2.44848  -1.94953
H  5.41907  -2.39919  -0.29891
H  4.25439  -3.72799  -0.24076
H  3.88930  -2.11958  0.45996
H  5.74985  -2.84963  -2.54108
H  4.64049  -2.65569  -3.84745
H  4.44881  -4.06198  -2.81717
H  1.71233  0.74756  -4.81722
H  1.32247  -0.31224  -6.85825
H  0.48146  -2.59620  -7.05277
H  -0.10172  -3.86563  -4.95488
I  -2.32503  4.83378  -3.55897
C  -2.69968  2.77495  -3.65712
C  -3.31224  2.21681  -4.79787
C  -3.58372  0.82918  -4.80302
C  -3.23771  0.07967  -3.69728
N  -2.62970  0.59758  -2.62726
C  -2.41137  1.92107  -2.60021
H  -3.58507  2.87672  -5.59642
H  -3.98359  0.33114  -5.67349
H  -3.35039  -0.98487  -3.70592
H  -2.02426  2.31055  -1.68475
Cl  -8.93233  -1.65847  6.03641
C  -7.40417  -1.66007  5.20256
C  -6.54415  -2.70782  5.43110
C  -5.27354  -2.73974  4.84623
C  -4.86876  -1.74084  3.93580
C  -3.48239  -1.78929  3.34804
C  -3.51470  -2.38332  1.91990
N  -2.21513  -2.27463  1.24567
C  -1.28744  -3.31947  1.19447
C  -0.21540  -2.83973  0.47150
N  -0.49754  -1.50693  0.06927
C  -1.69764  -1.22030  0.60508
O  -2.58879  -2.62350  4.05386
C  -2.07749  -2.15581  5.33787
C  -0.81489  -1.36818  5.17144
C  -0.57476  -0.09898  5.70408
Cl  -1.71014  0.75541  6.59879
S  1.02078  0.48783  5.34914
C  1.41682  -0.99803  4.58426
C  0.34549  -1.79970  4.45982
C  -5.82938  -0.74687  3.61777
Cl  -5.51800  0.54768  2.53223
C  -7.08484  -0.71452  4.21410
H  -6.87291  -3.44140  6.15554
H  -4.62083  -3.59737  5.02301
H  -3.08281  -0.74831  3.28938
H  -4.31276  -1.96798  1.30540
H  -3.73890  -3.43557  2.11225
H  -1.50880  -4.25908  1.63955
H  0.63360  -3.39273  0.12135
H  -2.27941  -0.32158  0.53002
H  -1.86022  -3.07460  5.88893
H  -2.77103  -1.48635  5.84059
H  2.42227  -1.17904  4.22762
H  0.33063  -2.73175  3.92443
H  -7.75681  0.10492  4.02426

Atoms 1-6, force components in eV/Å:
1.36 1.08 -0.34
-0.42 -0.65 -0.87
-0.80 0.20 -1.25
0.62 0.97 1.99
0.87 -0.60 -0.11
-0.33 -0.68 0.16

These are the Mulliken partial charges, in e, on atoms 1 to 5: Ga -2.59; O -0.73; C 0.32; O 0.80; C 0.84

***

Per-record energy above the lowest of the compared OMol25 structures with the same formula, charge and spin, kJ/mol: 82.8; 60.8; 737.7; 90.8
Per-record orbital gap, eV: 10.44; 8.06; 4.68; 7.19